A molecular structure, C20H31BeO2, computed with ωB97M-V with the def2-TZVPD basis set.

Values from the calculation:
orbital gap	5.273	eV
lowest unoccupied orbital energy	2.3877	eV
charge	-1

Element x y z (Å)
O1 -0.109 0.050 -2.237
C1 0.880 -0.463 -3.150
C2 0.402 0.406 -4.304
H1 0.739 -1.533 -3.339
H2 1.895 -0.230 -2.820
C3 -0.725 0.800 -3.321
H3 0.125 -0.170 -5.195
H4 1.105 1.222 -4.531
C4 -2.055 0.193 -3.702
H5 -1.978 -0.899 -3.736
H6 -2.361 0.562 -4.689
H7 -2.807 0.480 -2.961
C5 -0.820 2.266 -2.991
H8 0.174 2.699 -2.850
H9 -1.399 2.403 -2.072
H10 -1.328 2.783 -3.815
Be1 0.096 -0.421 0.257
C6 0.827 1.546 1.521
C7 1.733 0.439 1.396
C8 2.314 0.523 0.076
H11 2.114 -0.164 2.234
C9 1.705 1.611 -0.606
C10 0.779 2.233 0.282
H12 0.234 3.158 0.076
H13 0.366 1.873 2.465
H14 3.165 -0.057 -0.295
H15 2.022 2.011 -1.568
C11 -1.407 -0.417 1.849
C12 -1.904 0.759 1.194
C13 -2.274 0.420 -0.136
H16 -2.080 1.729 1.660
C14 -2.038 -0.978 -0.324
C15 -1.497 -1.508 0.909
H17 -1.415 -2.563 1.172
H18 -1.180 -0.521 2.914
H19 -2.821 1.060 -0.824
H20 -2.384 -1.566 -1.172
O2 0.720 -1.628 -7.344
C16 0.238 -0.555 -8.181
C17 0.409 -0.947 -9.659
H21 0.830 0.360 -7.981
H22 -0.809 -0.325 -7.921
C18 1.626 -1.917 -9.581
H23 0.591 -0.087 -10.309
H24 -0.473 -1.509 -10.013
C19 1.396 -2.575 -8.205
H25 2.557 -1.321 -9.567
H26 1.654 -2.634 -10.409
H27 2.336 -2.899 -7.732
H28 0.771 -3.478 -8.350
C20 0.891 -1.884 -0.311
H29 1.134 -2.279 0.690
H30 0.162 -2.512 -0.846
H31 1.797 -1.723 -0.917